Here is a cluster of 5 separate species, C9H29NO5 in total from the Open Molecules 2025 dataset. Energies are from ωB97M-V/def2-TZVPD.

Each line ends with the Löwdin spin population.
Element x y z (Å)
O 4.34452 0.34598 1.52337  0.00
H 3.58982 0.27517 0.93430  0.00
H 5.11839 -0.11965 1.19793  0.00
H 4.49107 1.29294 1.58175  0.00
O 3.32188 3.15286 -1.14188  0.00
H 3.60161 3.72905 -0.42679  0.00
H 2.94892 2.33888 -0.79556  0.00
H 3.90193 2.90517 -1.86562  0.00
O 3.52068 -0.21890 -2.29777  0.00
H 3.88676 0.63974 -2.52210  0.00
H 3.07356 -0.10992 -1.45526  0.00
H 4.28092 -0.80463 -2.27422  0.00
O 2.47568 0.80142 -0.19491  0.00
H 1.93115 0.17621 0.32193  0.00
C 0.07723 -1.51860 0.90718  0.04
C -1.48919 -1.53095 0.95964  0.05
C -2.00753 -0.53340 2.07548  0.00
C -1.71318 0.89747 1.73558  0.00
C -2.44201 1.27788 0.44791  0.00
C -2.04257 0.30825 -0.75043  0.05
N -2.20020 -1.09496 -0.25570  0.61
O -1.91329 -2.01270 -1.24144  0.14
C -3.11965 0.52439 -1.81061  0.02
C -0.68386 0.64231 -1.44563  0.04
C -1.94803 -3.01725 1.35187  0.02
H 0.48767 -1.63004 -0.09642  0.00
H 0.66158 -2.10942 1.61255  0.00
H 0.36776 -0.51671 1.22329  0.00
H -3.06464 -0.65677 2.31081  0.00
H -1.46302 -0.86770 2.95857  0.00
H -0.69696 1.27346 1.61707  0.00
H -2.03157 1.50853 2.58016  0.00
H -2.21637 2.29751 0.13555  0.00
H -3.49665 1.12493 0.67689  0.00
H -2.64613 0.12296 -2.70656  0.00
H -3.95672 -0.02680 -1.38214  0.00
H -3.36547 1.58128 -1.91387  0.00
H -0.75790 1.56419 -2.02249  0.00
H 0.15332 0.72534 -0.75257  0.00
H -0.25399 -0.09639 -2.12212  0.00
H -2.99721 -3.29042 1.23921  0.00
H -1.66261 -3.05962 2.40298  0.00
H -1.35743 -3.75280 0.80575  0.00
H -2.70826 -2.53827 -1.12564  0.01

Charge ... +3
Maximum force ... 0.103 Eh/bohr
Calculated total energy ... -789.95269 Ha
HOMO energy (spin up / spin down) ... -19.0990 / -19.0740 eV
Spin multiplicity ... 2
Frontier orbital gap (spin up / spin down) ... 8.1 / 7.3 eV
LUMO level (spin up / spin down) ... -11.046 / -11.791 eV